Record 1
{"formula": "C13H20BrN5S", "method": "ωB97M-V/def2-TZVPD", "elements": ["C", "C", "C", "C", "N", "C", "N", "N", "C", "S", "H", "C", "H", "H", "C", "N", "C", "C", "C", "N", "C", "H", "H", "H", "Br", "C", "H", "H", "H", "H", "H", "H", "H", "H", "H", "H", "H", "H", "H", "H"], "positions_angstrom": [[1.024088, -1.283841, -1.781481], [0.701904, -2.481480, -1.132909], [0.268326, -2.332964, 0.223497], [1.387055, -1.859941, 1.366680], [1.757691, -0.292821, 1.394688], [0.975944, 0.547787, 1.838821], [1.529213, 1.591039, 1.681710], [2.889924, 1.399891, 0.884351], [3.034485, 0.019608, 0.808853], [4.190421, -0.807910, 0.283932], [3.571273, 1.873394, 0.547101], [-0.146331, 0.450651, 2.380840], [-0.760264, -0.327181, 2.371090], [-0.171239, 0.567473, 3.419426], [-1.212597, 1.621182, 1.865110], [-1.598140, 1.183316, 0.592873], [-1.365145, 2.124277, -0.457852], [-1.742534, 1.311426, -1.590286], [-2.260236, 0.182044, -1.350088], [-2.191702, 0.016794, 0.141837], [-2.782595, -0.892712, -1.965447], [-2.127808, -1.549961, -2.645938], [-3.172195, -1.848449, -1.366087], [-3.776991, -0.761093, -2.476656], [-1.366060, 1.972301, -3.674898], [-0.612918, 3.393844, -0.551041], [-1.277359, 4.217460, 0.134541], [0.403252, 3.222661, -0.058769], [-0.353834, 3.631897, -1.375222], [-2.313852, 1.436177, 2.466607], [-0.804324, 2.495200, 1.889428], [1.199556, -2.054912, 2.408501], [2.332912, -2.478210, 1.128168], [-0.060509, -3.236608, 0.856879], [-0.499026, -1.627465, 0.472652], [0.041943, -3.202138, -1.752574], [1.791126, -3.041962, -1.126556], [1.062600, -1.630648, -2.780707], [0.325078, -0.566187, -1.645756], [2.108870, -0.981937, -1.425319]], "forces_ev_per_angstrom": [[4.7, 1.1, -1.2], [2.2, -6.3, 0.1], [0.3, -0.5, 7.3], [1.7, 0.8, -2.3], [5.1, -15.5, -4.3], [7.3, -0.4, -3.8], [6.0, 13.7, -2.4], [-8.6, -7.6, 4.6], [-6.9, 6.2, 3.3], [4.5, -3.5, -2.1], [5.0, 5.5, -2.1], [-12.6, 3.8, 5.6], [-1.8, -4.1, -1.2], [0.8, 0.7, 2.0], [-4.7, -9.3, 3.5], [0.2, 3.2, -6.1], [-0.6, -4.6, -1.6], [3.0, 7.6, -3.2], [0.1, -2.1, 8.9], [0.7, 2.1, -1.6], [-4.0, -8.7, -3.9], [-0.5, 1.7, 0.4], [1.2, 2.5, 0.1], [1.2, 0.6, -0.2], [-0.6, -0.9, 3.0], [-3.1, -1.7, 14.4], [2.2, -1.8, -2.2], [-1.3, 0.4, 0.1], [2.1, 3.3, -10.9], [3.4, 1.1, -0.7], [2.0, 5.4, 0.0], [-0.9, -0.4, 0.2], [-1.2, 1.5, 0.4], [0.2, 0.6, -1.7], [-0.9, 0.4, -0.9], [0.6, 1.2, 1.1], [-2.7, 0.5, 0.2], [0.5, 0.9, -1.6], [-2.0, 2.7, 0.2], [-2.3, 0.1, -1.0]], "mulliken_charge": [-0.70, -0.17, -0.12, -1.32, 0.15, 0.94, -0.74, -0.13, 0.37, -0.45, 0.04, -0.94, 0.53, 0.49, -0.98, 0.97, 1.30, -0.85, 1.08, -1.08, -1.32, 0.24, 0.32, 0.34, -0.26, -1.86, 0.24, 0.29, 0.73, 0.34, 0.38, 0.49, 0.40, 0.24, 0.02, 0.35, 0.23, 0.38, -0.01, 0.09], "lumo_energy_ha": 0.0057, "relative_energy_kcal_mol": 316.2, "smiles": "CCCCn1c(CCn2nc(C)c(Br)c2C)n[nH]c1=S"}


Record 2
{"formula": "C13H20ClO6PPdS", "method": "ωB97M-V/def2-TZVPD", "elements": ["Pd", "O", "Cl", "O", "O", "O", "C", "C", "P", "C", "C", "C", "C", "H", "H", "H", "H", "H", "H", "H", "H", "H", "H", "H", "H", "H", "H", "H", "O", "C", "O", "C", "C", "C", "C", "S", "C", "C", "H", "H", "H", "H", "H"], "positions_angstrom": [[1.075825, -1.142970, -0.078981], [3.213243, -2.088126, 1.852650], [2.598147, -3.376885, 2.053318], [3.454922, -4.188317, 2.900957], [2.426381, -4.040177, 0.782371], [1.316721, -3.220741, 2.705355], [-2.991325, -3.506837, 1.229711], [-1.526964, -3.082700, 1.179228], [-1.017681, -1.787338, -0.045498], [-2.338366, -0.526653, 0.269238], [-2.080503, 0.743186, -0.541112], [-1.668405, -2.555347, -1.614761], [-0.822555, -2.180502, -2.830162], [-3.140527, -4.338577, 1.924961], [-3.348604, -3.830503, 0.248115], [-3.634558, -2.687448, 1.558197], [-0.871381, -3.931144, 0.965270], [-1.180008, -2.716826, 2.147515], [-2.312420, -0.308459, 1.341257], [-3.327920, -0.935267, 0.039092], [-1.045696, 1.066269, -0.409906], [-2.749503, 1.560711, -0.255686], [-2.225637, 0.552871, -1.608009], [-2.712410, -2.259074, -1.770403], [-1.662157, -3.640500, -1.471868], [-0.882341, -1.109701, -3.031301], [-1.139935, -2.721150, -3.728605], [0.228558, -2.395579, -2.633767], [1.068492, 6.281663, 1.713353], [1.673124, 6.066131, 0.498619], [1.958261, 7.044816, -0.157164], [1.844055, 4.677552, 0.082869], [2.410605, 4.419576, -1.178550], [2.597547, 3.141475, -1.636957], [2.228059, 2.004373, -0.868386], [2.442488, 0.420295, -1.452582], [1.661676, 2.274329, 0.404973], [1.477537, 3.558438, 0.853945], [0.867930, 5.425487, 2.107799], [2.696843, 5.269792, -1.785690], [3.033263, 2.970743, -2.613885], [1.369953, 1.424336, 1.012033], [1.035279, 3.668773, 1.842463]], "forces_ev_per_angstrom": [[-0.3, 0.4, -0.5], [-0.1, 0.1, 0.0], [0.2, -0.3, 0.2], [0.0, 0.0, 0.0], [-0.1, -0.1, -0.1], [-0.1, 0.0, 0.0], [0.0, 0.0, 0.0], [0.0, 0.0, -0.1], [0.4, -0.3, 0.4], [0.1, 0.1, -0.1], [-0.1, 0.0, 0.0], [0.0, 0.1, -0.1], [0.0, 0.0, 0.0], [0.0, 0.0, 0.0], [0.0, 0.0, 0.0], [0.0, 0.0, 0.0], [0.0, 0.0, 0.0], [0.0, 0.0, 0.0], [0.0, 0.0, 0.0], [0.0, 0.0, 0.0], [0.0, 0.0, 0.0], [0.0, 0.0, 0.0], [0.0, 0.0, 0.0], [0.0, 0.0, 0.0], [0.1, 0.0, 0.0], [0.0, 0.0, 0.0], [0.0, 0.0, 0.0], [0.0, 0.0, 0.0], [0.1, 0.0, 0.0], [-0.4, 0.1, -0.2], [0.2, 0.0, 0.1], [0.1, -0.1, 0.0], [0.0, 0.1, 0.1], [0.0, 0.0, 0.0], [0.0, 0.1, 0.0], [0.1, -0.2, 0.0], [0.0, 0.0, 0.0], [0.0, 0.1, 0.0], [0.0, 0.0, 0.0], [0.0, 0.0, 0.0], [0.0, 0.0, 0.0], [0.0, 0.0, 0.0], [0.0, 0.0, 0.0]], "mulliken_charge": [-0.85, -0.61, 1.62, -0.73, -0.64, -0.61, -1.27, -0.55, 1.24, -0.76, -0.96, -0.69, -1.20, 0.43, 0.26, 0.25, 0.43, 0.37, 0.38, 0.40, 0.06, 0.40, 0.24, 0.35, 0.38, 0.23, 0.40, 0.24, -0.52, 0.59, -0.65, 0.90, -0.38, -0.56, 0.11, -0.40, -0.98, -0.58, 0.29, 0.37, 0.35, 0.57, 0.08], "lumo_energy_ha": 0.1741, "total_charge": -2}


Record 3
{"formula": "C13H20F5N2", "method": "ωB97M-V/def2-TZVPD", "elements": ["C", "C", "C", "C", "C", "N", "C", "C", "N", "C", "C", "C", "C", "F", "F", "C", "F", "F", "F", "C", "H", "H", "H", "H", "H", "H", "H", "H", "H", "H", "H", "H", "H", "H", "H", "H", "H", "H", "H", "H"], "positions_angstrom": [[3.795568, -1.152619, 1.622659], [3.350050, -0.830181, 0.203000], [4.545876, -0.992385, -0.752215], [2.846373, 0.622501, 0.153877], [1.882826, 0.876301, -1.019764], [0.605059, 1.487713, -0.643192], [0.150516, 2.674973, -1.164648], [-1.044028, 2.882149, -0.644427], [-1.308793, 1.851928, 0.223257], [-2.538130, 1.770753, 1.012649], [-3.544762, 0.789775, 0.438286], [-3.159726, -0.680961, 0.635490], [-3.123261, -1.490489, -0.644218], [-1.843481, -1.489068, -1.114197], [-3.897439, -0.974192, -1.604275], [-3.549104, -2.976744, -0.454971], [-4.865144, -3.074448, -0.600667], [-3.210644, -3.431786, 0.743349], [-2.977492, -3.726401, -1.390452], [-0.269353, 1.034642, 0.213864], [2.939379, -1.356173, 2.260455], [4.419785, -2.037304, 1.636489], [4.341774, -0.322570, 2.060757], [2.549891, -1.499621, -0.102726], [4.218586, -1.175976, -1.770136], [5.159592, -0.100219, -0.740355], [5.158559, -1.826497, -0.435039], [3.717884, 1.246975, 0.001221], [2.431502, 0.905265, 1.120144], [2.349364, 1.532481, -1.738165], [1.713573, -0.061346, -1.531297], [0.678041, 3.298730, -1.852133], [-1.747206, 3.675752, -0.783679], [-2.334197, 1.572075, 2.057627], [-2.983838, 2.756033, 0.992368], [-3.735088, 1.057849, -0.596590], [-4.474340, 0.963100, 0.965516], [-2.212622, -0.809503, 1.143520], [-3.889980, -1.143350, 1.290246], [-0.145569, 0.152839, 0.808372]], "forces_ev_per_angstrom": [[-0.4, -0.2, 0.0], [0.8, 0.5, 0.1], [-0.6, -0.2, 0.1], [-0.1, -0.3, -0.3], [0.6, -0.2, 0.5], [1.4, 0.5, -0.9], [0.8, -0.2, -0.7], [-1.6, 0.4, 0.7], [-0.4, 0.4, 0.5], [-0.5, 0.0, 0.0], [0.2, 0.1, 0.3], [-0.8, 0.0, -0.1], [0.4, -0.3, 0.5], [0.3, 0.1, -0.2], [-0.2, 0.2, -0.3], [-0.1, 0.2, -0.8], [-0.3, 0.0, 0.3], [0.2, -0.1, 0.3], [0.1, -0.2, 0.0], [-0.4, -0.6, 0.4], [-0.1, 0.1, 0.2], [0.2, -0.1, 0.1], [0.2, 0.1, 0.0], [-0.1, -0.2, 0.0], [0.0, 0.0, -0.3], [0.2, 0.2, 0.0], [0.1, -0.2, -0.1], [0.1, 0.3, 0.2], [-0.3, 0.1, 0.0], [-0.1, 0.3, -0.2], [-0.4, -0.2, -0.2], [0.4, -0.1, -0.2], [-0.1, 0.2, 0.0], [0.4, -0.2, 0.1], [0.1, 0.3, -0.1], [0.0, -0.2, -0.2], [-0.2, 0.1, 0.1], [0.2, -0.1, 0.0], [-0.2, -0.1, 0.1], [0.0, -0.2, 0.1]], "mulliken_charge": [-1.62, 0.79, -1.46, -1.04, -0.82, 0.16, -0.41, -0.44, 0.29, -0.93, -0.60, -1.13, 0.94, -0.32, -0.32, 0.56, -0.25, -0.24, -0.24, -0.16, 0.38, 0.41, 0.37, 0.25, 0.35, 0.36, 0.42, 0.43, 0.57, 0.26, 0.45, 0.47, 0.44, 0.34, 0.42, 0.42, 0.39, 0.46, 0.54, 0.52], "lumo_energy_ha": -0.1036, "total_charge": 1, "relative_energy_kcal_mol": 0.0, "smiles": "CC(C)CCn1cc[n+](CCCC(F)(F)C(F)(F)F)c1"}


Record 4
{"formula": "C13H20IO10", "method": "ωB97M-V/def2-TZVPD", "elements": ["O", "C", "I", "C", "C", "C", "O", "C", "O", "C", "C", "O", "H", "H", "H", "H", "H", "H", "H", "H", "H", "H", "H", "H", "C", "C", "O", "C", "O", "O", "H", "H", "H", "H", "C", "C", "O", "C", "O", "O", "H", "H", "H", "H"], "positions_angstrom": [[4.614978, 3.016152, 2.491998], [3.905706, 1.918049, 2.108930], [3.058289, 0.678508, 3.700010], [3.676230, 1.579138, 0.513720], [4.123727, 0.030044, 0.097101], [3.013031, -0.538247, -0.993856], [2.200816, -1.659190, -0.495947], [1.107019, -1.202547, 0.387629], [0.156950, -0.279835, -0.265190], [-0.690210, 0.424898, 0.709631], [-0.997115, 1.930582, 0.055105], [0.151424, 2.455179, -0.723343], [2.520970, 1.778029, 0.292477], [4.256714, 2.403969, -0.105383], [4.119219, -0.625345, 1.079974], [3.654238, -0.964827, -1.905819], [2.405470, 0.364926, -1.423420], [0.476561, -2.182428, 0.648103], [1.492802, -0.811051, 1.447351], [-1.722901, -0.152511, 0.864493], [-0.132934, 0.617835, 1.720384], [-1.930274, 1.902542, -0.658691], [-1.195537, 2.732148, 0.913377], [0.662724, 3.084073, -0.118970], [-5.874354, 4.372781, 0.604482], [-5.249479, 3.940913, -0.682379], [-3.989652, 3.438065, -0.279766], [-4.108033, 3.073767, 1.030551], [-3.265274, 2.446009, 1.649712], [-5.292356, 3.502577, 1.556834], [-6.962516, 4.265714, 0.595577], [-5.620255, 5.405025, 0.867139], [-5.811139, 3.137806, -1.171106], [-5.129678, 4.769687, -1.385544], [1.134773, -4.574111, -1.641349], [2.121687, -5.695957, -1.662582], [1.645704, -6.567247, -0.654411], [0.312114, -6.314447, -0.508510], [-0.450068, -6.998347, 0.154094], [-0.057073, -5.197670, -1.201319], [0.995157, -4.123580, -2.627842], [1.407964, -3.790162, -0.927294], [2.126766, -6.230329, -2.618469], [3.137814, -5.360585, -1.437479]], "forces_ev_per_angstrom": [[-4.4, -7.2, -2.0], [3.9, 7.0, -0.7], [0.3, 0.3, -0.6], [-0.2, -0.5, 0.5], [-2.2, 0.6, 0.4], [2.8, 1.2, 0.0], [-2.5, 1.9, 0.9], [-0.3, -1.8, 0.9], [0.6, -0.2, 2.1], [-0.1, 1.1, -0.6], [0.0, 0.6, 0.5], [-0.4, 0.5, 1.9], [2.0, -0.4, 0.7], [-1.0, -1.5, 1.7], [-0.2, 1.1, -1.9], [-1.7, 0.5, 1.9], [0.6, -1.8, 0.8], [1.4, 1.7, -0.6], [-0.5, -0.3, -2.5], [2.2, 1.2, -0.2], [-1.0, -0.7, -1.8], [2.0, 0.0, 1.4], [0.2, -2.2, -1.8], [-1.1, -1.5, -1.2], [-0.8, 0.7, 0.2], [-0.3, 0.2, -1.0], [0.0, -0.2, 0.9], [2.0, -1.5, 1.4], [-2.5, 1.5, -1.2], [0.7, -0.4, -0.2], [0.2, -0.1, 0.2], [0.0, -0.1, 0.0], [0.0, 0.1, 0.1], [0.2, -0.2, 0.1], [0.4, 1.3, -0.3], [1.0, 0.1, -0.6], [-1.0, -0.1, 0.4], [-1.5, -1.0, 1.1], [1.6, 1.3, -1.4], [-0.1, -1.3, 0.6], [-0.1, -0.1, 0.2], [0.0, 0.0, -0.2], [0.0, 0.0, 0.1], [-0.2, -0.1, 0.1]], "mulliken_charge": [-0.56, 0.12, -0.10, 0.80, -1.03, -0.14, -0.30, 0.13, -0.27, -0.21, -0.21, -0.53, -0.53, 0.23, 0.06, 0.20, 0.19, 0.18, -0.06, 0.24, 0.18, 0.04, 0.27, 0.31, -0.34, -0.33, -0.25, 0.63, -0.48, -0.33, 0.29, 0.26, 0.27, 0.28, 0.08, -0.36, -0.33, 0.64, -0.58, -0.31, 0.30, -0.02, 0.26, 0.31], "lumo_energy_ha": 0.0675, "total_charge": -1, "relative_energy_kcal_mol": 55.8}


Question: What is the formula in the third record?
Answer: C13H20F5N2